# 1
The following is a quantum chemistry calculation of one molecule with the formula C2H3N3O2, from OMol25.

Calculated values
E: -392.61705 Ha
highest occupied orbital energy: -9.6 eV
SMILES: Oc1ncn(O)n1
energy above the lowest of the compared OMol25 structures with the same formula, charge and spin: 110.7 kcal per mole

Structure (ORCA input):
```
! wB97M-V def2-TZVPD RIJCOSX def2/J DEFGRID3
* xyz 0 1
O 2.36 -0.38 0.27
O -2.29 -0.56 0.24
N -0.89 1.08 -0.07
N 1.05 0.03 -0.22
N 0.13 -1.04 -0.28
C 0.52 1.24 0.07
C -0.99 -0.30 -0.06
H 0.97 2.33 -0.08
H -2.85 0.28 -0.06
H 2.05 -1.31 -0.02
*
```



# 2
The following is a quantum chemistry calculation of one molecule with the formula C2H3N3O2, from OMol25.

Calculated values
E: -392.75415 Ha
highest occupied orbital energy: -9.6 eV
SMILES: Nc1noc(=O)[nH]1
energy above the lowest of the compared OMol25 structures with the same formula, charge and spin: 24.7 kcal per mole

Structure (ORCA input):
```
! wB97M-V def2-TZVPD RIJCOSX def2/J DEFGRID3
* xyz 0 1
O -2.01 -0.06 -2.06
O -0.29 1.27 -1.39
N 0.98 -0.27 1.49
N 0.67 1.26 -0.36
N -0.60 -0.54 -0.24
C 0.42 0.18 0.31
C -1.10 0.17 -1.32
H 1.50 0.44 1.99
H -1.04 -1.31 0.24
H 1.48 -1.14 1.36
*
```



# 3
The following is a quantum chemistry calculation of one molecule with the formula C2H3N3O3, from OMol25.

Calculated values
E: -467.80295 Ha
highest occupied orbital energy: -9.2 eV
SMILES: O=c1n(O)cnn1O
energy above the lowest of the compared OMol25 structures with the same formula, charge and spin: 101.3 kcal per mole

Structure (ORCA input):
```
! wB97M-V def2-TZVPD RIJCOSX def2/J DEFGRID3
* xyz 0 1
O -2.44 0.24 0.33
O 2.41 0.47 0.35
O 0.03 2.10 -0.19
N -1.11 -0.14 0.00
N 0.90 -1.49 -0.02
N 1.08 -0.01 0.13
C 0.03 0.93 0.01
C -0.46 -1.40 -0.13
H -2.27 1.29 0.11
H -1.14 -2.14 -0.18
H 2.96 0.13 -0.41
*
```



# 4
The following is a quantum chemistry calculation of one molecule with the formula C2H3N3O3, from OMol25.

Calculated values
E: -467.82609 Ha
highest occupied orbital energy: -11.3 eV
SMILES: N#C[C@H](N)O[N+](=O)[O-]
energy above the lowest of the compared OMol25 structures with the same formula, charge and spin: 86.7 kcal per mole

Structure (ORCA input):
```
! wB97M-V def2-TZVPD RIJCOSX def2/J DEFGRID3
* xyz 0 1
O -1.75 -0.04 0.73
O -3.83 0.55 0.64
O -2.90 -0.02 -1.18
N -0.60 -3.06 0.09
N 0.68 -0.11 0.29
N -2.93 0.17 -0.01
C -0.61 -1.96 -0.21
C -0.53 -0.52 -0.26
H 1.03 0.81 0.20
H 0.81 -0.31 1.28
H -0.60 -0.22 -1.33
*
```



# 5
The following is a quantum chemistry calculation of C2H3N3O3 as an isolated structure, from OMol25.

Calculated values
E: -467.84285 Ha
highest occupied orbital energy: -9.6 eV
energy above the lowest of the compared OMol25 structures with the same formula, charge and spin: 76.2 kcal per mole

Structure (ORCA input):
```
! wB97M-V def2-TZVPD RIJCOSX def2/J DEFGRID3
* xyz 0 1
O -1.98 0.03 0.19
O 0.96 -1.73 0.08
O 2.50 -0.08 0.12
N 0.12 1.54 -0.19
N -0.55 -1.92 -0.14
N 0.14 0.20 0.03
C 1.39 -0.48 -0.03
C -0.85 -0.68 0.00
H 0.02 2.07 0.98
H 1.11 1.63 -0.77
H -2.84 -0.58 -0.28
*
```



# 6
The following is a quantum chemistry calculation of one molecule with the formula C2H3N3O3, from OMol25.

Calculated values
E: -467.91517 Ha
highest occupied orbital energy: -9.8 eV
SMILES: Nc1nc(=O)n(O)o1
energy above the lowest of the compared OMol25 structures with the same formula, charge and spin: 30.8 kcal per mole

Structure (ORCA input):
```
! wB97M-V def2-TZVPD RIJCOSX def2/J DEFGRID3
* xyz 0 1
O 0.13 0.89 -0.83
O 0.34 1.67 1.37
O -0.53 -0.91 2.06
N -0.31 0.84 0.56
N 0.30 -0.61 -2.52
N 0.01 -1.26 -0.23
C 0.11 -0.35 -1.19
C -0.29 -0.60 0.93
H 0.96 1.14 2.03
H 0.39 0.08 -3.17
H 0.12 -1.57 -2.76
*
```



# 7
The following is a quantum chemistry calculation of one molecule with the formula C2H3N3O3, from OMol25.

Calculated values
E: -467.77552 Ha
highest occupied orbital energy: -9.9 eV
SMILES: [H]/N=c1\[nH]c(=O)n(O)o1
energy above the lowest of the compared OMol25 structures with the same formula, charge and spin: 118.5 kcal per mole

Structure (ORCA input):
```
! wB97M-V def2-TZVPD RIJCOSX def2/J DEFGRID3
* xyz 0 1
O -0.23 -2.19 -1.54
O -0.77 0.31 -1.03
O -0.07 -1.75 1.41
N 0.85 0.42 0.84
N 0.00 -0.95 -0.84
N -0.04 2.53 -0.16
C 0.10 -0.92 0.53
C -0.06 1.30 -0.06
H 0.56 3.29 0.42
H -1.33 -2.55 -1.49
H 0.98 0.50 1.92
*
```



# 8
The following is a quantum chemistry calculation of one molecule with the formula C2H3N3O3, from OMol25.

Calculated values
E: -467.84192 Ha
highest occupied orbital energy: -9.4 eV
SMILES: N/N=c1/[nH]oc(=O)o1
energy above the lowest of the compared OMol25 structures with the same formula, charge and spin: 76.8 kcal per mole

Structure (ORCA input):
```
! wB97M-V def2-TZVPD RIJCOSX def2/J DEFGRID3
* xyz 0 1
O 1.38 0.92 0.65
O -0.51 -0.29 0.53
O -0.34 1.67 1.84
N -0.33 -0.80 -1.70
N 1.47 -0.09 -0.27
N -1.72 -1.38 -1.47
C 0.10 -0.52 -0.53
C 0.15 0.77 1.12
H -1.77 -2.12 -2.03
H 2.02 -0.01 -1.20
H -1.82 -1.90 -0.43
*
```



# 9
The following is a quantum chemistry calculation of one molecule with the formula C2H3N3O3, from OMol25.

Calculated values
E: -467.78446 Ha
highest occupied orbital energy: -9.2 eV
SMILES: O/N=c1\ncon1O
energy above the lowest of the compared OMol25 structures with the same formula, charge and spin: 112.9 kcal per mole

Structure (ORCA input):
```
! wB97M-V def2-TZVPD RIJCOSX def2/J DEFGRID3
* xyz 0 1
O 0.95 1.62 0.57
O -2.68 -0.26 0.11
O 1.78 -0.18 -0.45
N 0.63 0.75 -0.46
N 0.13 -1.39 0.25
N -1.60 0.44 -0.14
C 1.38 -1.29 0.20
C -0.48 -0.12 -0.12
H 2.02 -2.11 0.52
H -3.46 0.31 -0.49
H 1.48 2.25 0.07
*
```



# 10
The following is a quantum chemistry calculation of a 2-piece molecular cluster, C2H3N3OS overall, from OMol25.

Calculated values
E: -715.52436 Ha
highest occupied orbital energy (spin up / spin down): -8.8 / -8.2 eV
SMILES: O=NC=S.N#CN
energy above the lowest of the compared OMol25 structures with the same formula, charge and spin: 107.9 kcal per mole

Structure (ORCA input):
```
! wB97M-V def2-TZVPD RIJCOSX def2/J DEFGRID3
* xyz 0 1
S 2.79 0.76 -0.55
O -0.79 1.21 -2.06
N -1.48 -1.48 1.96
N 0.29 1.00 -1.57
N 0.25 -0.48 0.54
C 1.50 1.32 -1.44
C -0.57 -0.95 1.18
H -1.50 -2.48 2.03
H -2.37 -1.00 2.00
H 1.88 2.11 -2.09
*
```



# 11
The following is a quantum chemistry calculation of one molecule with the formula C2H3N3OS, from OMol25.

Calculated values
E: -715.57432 Ha
highest occupied orbital energy: -9.6 eV
SMILES: [H]/N=c1/ncn(S)o1
energy above the lowest of the compared OMol25 structures with the same formula, charge and spin: 76.5 kcal per mole

Structure (ORCA input):
```
! wB97M-V def2-TZVPD RIJCOSX def2/J DEFGRID3
* xyz 0 1
S -2.51 -0.52 -0.02
O 0.00 -1.14 -0.12
N -0.95 -0.07 -0.55
N 0.84 1.04 -0.01
N 2.47 -0.69 0.07
C 1.29 -0.31 -0.09
C -0.41 1.14 -0.13
H -2.32 0.31 1.29
H 2.64 -1.65 -0.24
H -1.05 1.91 -0.21
*
```



# 12
The following is a quantum chemistry calculation of C2H3N3OS2 as an isolated structure, from OMol25.

Calculated values
E: -1113.72129 Ha
highest occupied orbital energy: -8.9 eV
energy above the lowest of the compared OMol25 structures with the same formula, charge and spin: 98.0 kcal per mole

Structure (ORCA input):
```
! wB97M-V def2-TZVPD RIJCOSX def2/J DEFGRID3
* xyz 0 1
S 1.63 0.65 -1.97
S -0.77 1.13 2.62
O -0.93 -0.52 0.55
N -0.59 -1.75 -1.31
N 0.95 -0.03 -0.43
N 0.81 0.96 0.57
C -0.31 0.62 1.07
C -0.13 -0.90 -0.49
H 3.33 0.74 -1.78
H -1.94 -1.89 -1.21
H -2.03 0.99 2.37
*
```



# 13
The following is a quantum chemistry calculation of one molecule with the formula C2H3N3S, from OMol25.

Calculated values
E: -640.23693 Ha
highest occupied orbital energy (spin up / spin down): -6.2 / -8.6 eV
energy above the lowest of the compared OMol25 structures with the same formula, charge and spin: 40.3 kcal per mole
⟨S²⟩: 2.03

Structure (ORCA input):
```
! wB97M-V def2-TZVPD RIJCOSX def2/J DEFGRID3
* xyz 0 3
S 1.29 -0.64 -1.87
N -1.45 0.23 0.62
N -0.16 -0.61 -1.81
N 1.90 -0.17 -0.43
C -0.27 0.46 0.21
C 1.03 0.19 0.50
H -1.56 -0.77 0.93
H -2.27 0.74 0.46
H 1.49 0.57 1.39
*
```



# 14
The following is a quantum chemistry calculation of an isolated ion of composition C2H3N4 and charge +1, from OMol25.

Calculated values
E: -296.57067 Ha
highest occupied orbital energy (spin up / spin down): -14.5 / -14.5 eV
energy above the lowest of the compared OMol25 structures with the same formula, charge and spin: 34.3 kcal per mole

Structure (ORCA input):
```
! wB97M-V def2-TZVPD RIJCOSX def2/J DEFGRID3
* xyz 1 1
N 1.08 0.81 -0.62
N 0.08 -1.44 -1.72
N -0.39 0.51 1.15
N -0.36 -0.98 -0.71
C 1.99 1.20 -1.27
C 0.13 0.12 -0.01
H -1.28 -1.52 -0.22
H -0.88 -0.09 1.80
H -0.36 1.39 1.60
*
```



# 15
The following is a quantum chemistry calculation of an isolated ion of composition C2H3N4 and charge +1, from OMol25.

Calculated values
E: -296.49263 Ha
highest occupied orbital energy (spin up / spin down): -11.7 / -14.2 eV
energy above the lowest of the compared OMol25 structures with the same formula, charge and spin: 24.5 kcal per mole
⟨S²⟩: 2.02

Structure (ORCA input):
```
! wB97M-V def2-TZVPD RIJCOSX def2/J DEFGRID3
* xyz 1 3
N 1.26 -0.83 0.15
N -2.48 1.08 0.13
N -0.99 -1.69 -0.12
N -2.48 -0.09 -0.01
C 0.04 -1.10 0.01
C -2.24 -1.26 0.09
H 1.76 -1.05 1.01
H 1.80 -0.35 -0.58
H -3.03 1.71 -0.45
*
```



# 16
The following is a quantum chemistry calculation of an isolated ion of composition C2H3N4O and charge -1, from OMol25.

Calculated values
E: -372.16682 Ha
highest occupied orbital energy (spin up / spin down): -2.2 / -2.2 eV
SMILES: C/C(N=O)=N/N=[N-]
energy above the lowest of the compared OMol25 structures with the same formula, charge and spin: 79.0 kcal per mole

Structure (ORCA input):
```
! wB97M-V def2-TZVPD RIJCOSX def2/J DEFGRID3
* xyz -1 1
O 0.00 2.41 0.25
N -3.10 -0.82 0.04
N -0.66 1.30 0.13
N -0.81 -1.01 -0.09
N -1.98 -0.89 -0.05
C -0.02 0.11 0.07
C 1.41 -0.24 -0.02
H 1.84 0.41 -0.71
H 1.38 -1.17 -0.52
H 1.95 -0.10 0.90
*
```



# 17
The following is a quantum chemistry calculation of one molecule with the formula C2H3N5O, from OMol25.

Calculated values
E: -426.85214 Ha
highest occupied orbital energy: -8.7 eV
SMILES: N/N=c1\nnnco1
energy above the lowest of the compared OMol25 structures with the same formula, charge and spin: 128.9 kcal per mole

Structure (ORCA input):
```
! wB97M-V def2-TZVPD RIJCOSX def2/J DEFGRID3
* xyz 0 1
O 0.84 -1.29 -0.48
N 1.34 1.40 -0.28
N -2.15 0.24 0.23
N 2.21 0.49 0.27
N 0.21 1.03 -0.39
N -1.34 -0.62 -0.10
C -0.19 -0.31 -0.26
C 1.87 -0.76 0.22
H 2.57 -1.61 0.52
H -2.08 1.26 0.11
H -3.27 0.16 0.15
*
```



# 18
The following is a quantum chemistry calculation of C2H3N5O as an isolated structure, from OMol25.

Calculated values
E: -426.80601 Ha
highest occupied orbital energy: -9.5 eV
energy above the lowest of the compared OMol25 structures with the same formula, charge and spin: 157.9 kcal per mole

Structure (ORCA input):
```
! wB97M-V def2-TZVPD RIJCOSX def2/J DEFGRID3
* xyz 0 1
O 2.02 -1.04 -0.36
N 1.68 1.00 0.52
N 2.46 0.18 0.01
N 0.78 -1.44 0.03
N -0.26 1.98 -0.32
N -1.46 -0.98 0.11
C 0.22 0.84 0.14
C -0.21 -0.61 -0.04
H -2.18 0.04 0.38
H -1.70 -1.96 0.29
H -1.34 1.99 -0.76
*
```



# 19
The following is a quantum chemistry calculation of one molecule with the formula C2H3NO, from OMol25.

Calculated values
E: -207.97437 Ha
highest occupied orbital energy: -11.5 eV
SMILES: N#CCO
energy above the lowest of the compared OMol25 structures with the same formula, charge and spin: 14.6 kcal per mole

Structure (ORCA input):
```
! wB97M-V def2-TZVPD RIJCOSX def2/J DEFGRID3
* xyz 0 1
O 1.18 -0.63 0.13
N -1.31 0.57 -1.66
C 0.08 0.15 0.52
C -0.73 0.50 -0.66
H -0.58 -0.36 1.23
H 0.47 1.04 1.02
H 0.88 -1.22 -0.58
*
```



# 20
The following is a quantum chemistry calculation of a 2-piece molecular cluster, C2H3NO overall, from OMol25.

Calculated values
E: -207.87371 Ha
highest occupied orbital energy: -8.5 eV
energy above the lowest of the compared OMol25 structures with the same formula, charge and spin: 77.8 kcal per mole

Structure (ORCA input):
```
! wB97M-V def2-TZVPD RIJCOSX def2/J DEFGRID3
* xyz 0 1
O 2.35 -0.23 -0.17
N -1.57 0.34 -0.19
C -0.62 -0.43 -0.14
C 1.39 0.45 -0.13
H -0.54 -1.51 0.22
H 1.44 1.42 0.27
H -2.46 -0.03 0.13
*
```